53
Properties=species:S:1:pos:R:3 method="wB97M-V/def2-TZVPD" de_lowest_ev=3.320 lumo_ha=0.02784 gap_ha=0.3261 fmax_ha_per_bohr=0.025 energy_ev=-35305.325
C -5.4612 -1.3351 -0.1720
C -5.1925 -0.9924 1.1441
C -4.0311 -0.2965 1.4311
C -3.1682 0.0384 0.3913
N -3.4348 -0.2949 -0.8682
C -4.5431 -0.9590 -1.1388
H -4.6968 -1.1988 -2.1834
C -1.8850 0.7763 0.6259
H -1.0617 0.0878 0.4200
H -1.8168 1.0662 1.6753
C -1.7462 2.0133 -0.2797
H -2.0133 2.8987 0.2994
H -2.4517 1.9495 -1.1082
C -0.3380 2.2139 -0.8608
N -0.2235 1.6409 -2.2014
C 1.1103 1.8339 -2.7495
C 1.4063 3.3179 -2.9202
C 1.3193 3.9985 -1.5623
C -0.0533 3.7191 -0.9648
H -0.8198 4.1689 -1.5983
H -0.1226 4.1627 0.0301
H 1.4768 5.0743 -1.6590
H 2.0951 3.6010 -0.9033
H 2.3971 3.4461 -3.3592
H 0.6678 3.7517 -3.5957
H 1.1536 1.3340 -3.7209
H 1.8865 1.3876 -2.1010
C -0.6554 0.2634 -2.3539
C 0.2790 -0.7266 -1.7469
N 0.6483 -0.8234 -0.5048
C 1.5453 -1.8577 -0.5164
N 1.7102 -2.3602 -1.7140
O 0.8941 -1.6285 -2.5215
C 2.2208 -2.3268 0.6751
C 3.1351 -3.3723 0.5894
C 3.7975 -3.8462 1.7148
C 3.5093 -3.2377 2.9147
C 2.5910 -2.1871 3.0032
C 1.9319 -1.7099 1.9012
H 1.2230 -0.9021 1.9585
O 2.4996 -1.7758 4.3070
C 3.3854 -2.5968 5.0359
O 4.0120 -3.5068 4.1565
H 4.1501 -1.9727 5.5257
H 2.8259 -3.1539 5.8045
H 4.5066 -4.6547 1.6581
H 3.3214 -3.8124 -0.3767
H -0.7139 0.0453 -3.4248
H -1.6505 0.1300 -1.9154
H 0.4071 1.7627 -0.1808
H -3.7932 -0.0146 2.4457
H -5.8792 -1.2623 1.9338
H -6.3548 -1.8768 -0.4394